# 1
Entry from OMol25: a 9-piece molecular cluster, H18O9 overall (ωB97M-V/def2-TZVPD).

```
27
Properties=species:S:1:pos:R:3:forces:R:3
O 14.0116 -6.3943 -23.1077 0.268 -0.510 -0.190
H 14.6869 -6.6824 -23.7494 -0.231 0.251 0.236
H 13.2574 -6.9699 -23.2861 0.011 0.169 0.098
O 12.1671 -4.3660 -23.8254 -0.395 0.129 -0.120
H 12.7369 -4.6634 -23.1109 0.163 -0.054 -0.129
H 12.6089 -4.6618 -24.6309 0.194 0.096 0.273
O 16.3314 -7.2480 -24.6167 -0.133 -0.485 0.020
H 16.5823 -7.8624 -23.9093 0.090 0.173 -0.185
H 16.0947 -7.8145 -25.3661 0.136 0.073 0.163
O 12.0809 -2.6944 -28.0004 0.096 -0.220 0.034
H 11.2783 -3.0263 -28.4152 0.119 0.036 -0.006
H 12.8020 -3.2619 -28.3425 -0.477 0.334 -0.046
O 17.4053 -4.2204 -28.8561 -0.175 0.063 0.442
H 17.4961 -5.1125 -29.2075 -0.041 0.082 0.088
H 17.1235 -4.3470 -27.9258 0.080 -0.089 -0.629
O 14.0940 -3.9749 -29.4764 0.393 -0.046 0.146
H 14.2626 -3.5138 -30.3071 -0.047 -0.023 0.134
H 14.8917 -3.8096 -28.9470 0.005 -0.126 -0.275
O 15.8978 -5.1598 -26.6346 -0.318 -0.486 0.082
H 16.2500 -5.6959 -25.9089 -0.087 0.326 -0.064
H 14.9547 -5.3938 -26.6970 0.357 0.411 0.158
O 12.7538 -5.5021 -26.4910 -0.021 -0.424 -0.111
H 11.7972 -5.4180 -26.3620 0.225 0.151 -0.113
H 12.8632 -6.3085 -27.0108 -0.180 0.117 0.024
O 17.0830 -5.2514 -22.1210 -0.028 -0.236 0.087
H 16.8027 -5.6889 -22.9318 -0.030 0.189 0.015
H 16.4174 -5.5023 -21.4684 0.026 0.101 -0.135
```
Positions in Å, forces in eV/Å.

## Properties
**SMILES string**: O.O.O.O.O.O.O.O.O
**Frontier orbital gap**: 10.04 eV
**E_tot**: -687.945336 a.u.
**Spin multiplicity**: 1
**Energy above the lowest of the compared OMol25 structures with the same formula, charge and spin**: 211.24 kJ/mol

# 2
Entry from OMol25: a 9-piece molecular cluster, H18O9 overall (ωB97M-V/def2-TZVPD).

```
27
Properties=species:S:1:pos:R:3:forces:R:3
O -0.1626 0.5062 0.0699 -0.487 -1.664 -2.419
H 0.7313 0.5261 -0.2814 0.711 0.505 0.500
H -0.5006 -0.0823 -0.6915 -0.157 1.389 1.903
O -0.2852 1.7565 -4.3977 0.290 -0.411 0.689
H -0.5376 2.1058 -5.2405 -0.211 0.295 -0.706
H 0.6781 1.7123 -4.4126 -0.029 0.167 0.123
O -1.1967 3.5809 0.4568 1.162 -1.391 -0.198
H -0.5888 2.8157 0.2413 -1.187 0.887 0.098
H -0.6747 4.0704 1.0938 -0.015 0.431 0.035
O 2.8043 1.9797 -3.2837 -1.641 -3.524 -1.868
H 3.2894 1.2909 -3.8170 -0.720 1.137 0.921
H 3.4359 2.5853 -3.0407 2.321 2.292 0.884
O 0.5201 -4.4793 -1.9061 2.863 2.767 -2.443
H -0.1050 -4.7984 -1.3547 -3.345 -2.175 2.789
H 0.3326 -3.5232 -1.8302 0.505 -0.635 -0.420
O 1.4396 -0.6461 4.8160 0.486 -0.416 1.654
H 1.1082 -0.0259 4.2073 -0.722 1.013 -1.854
H 1.4182 -0.0800 5.6024 0.218 -0.545 0.166
O 0.3221 2.9292 3.3403 0.417 0.304 0.039
H -0.4176 2.8068 2.7415 -0.221 -0.070 -0.138
H 0.7848 3.7253 3.0350 -0.212 -0.370 0.165
O -2.3122 -3.4886 -0.8072 0.084 -0.144 0.218
H -2.5433 -3.4425 0.1366 0.183 0.200 -0.463
H -1.6068 -2.8353 -0.8818 -0.260 0.021 0.070
O -1.8484 -2.6258 1.9196 1.363 -0.585 -0.518
H -2.6775 -2.8825 2.2577 -2.065 0.189 0.855
H -1.4075 -3.4813 2.0269 0.670 0.333 -0.085
```
Positions in Å, forces in eV/Å.

## Properties
**SMILES string**: O.O.O.O.O.O.O.O.O
**Frontier orbital gap**: 11.30 eV
**E_tot**: -687.895665 a.u.
**Spin multiplicity**: 1
**Energy above the lowest of the compared OMol25 structures with the same formula, charge and spin**: 341.66 kJ/mol

# 3
Entry from OMol25: a 9-piece molecular cluster, H18O9 overall (ωB97M-V/def2-TZVPD).

```
27
Properties=species:S:1:pos:R:3:forces:R:3
O -2.1078 1.0292 1.6068 0.017 2.253 -0.291
H -2.1370 0.0946 1.6253 -0.113 -1.490 -0.104
H -1.6817 1.2494 0.7601 -0.209 -0.401 0.528
O 1.6281 1.7089 0.7123 1.308 1.050 -1.883
H 1.0222 2.4475 0.6569 -0.156 -0.163 0.683
H 1.3166 1.0623 1.3182 -0.944 -0.806 1.366
O -0.8292 1.7609 -0.7488 0.030 0.836 -0.456
H -0.9794 2.6891 -0.4573 0.406 -0.888 -0.544
H 0.1149 1.6262 -0.9437 -0.368 0.418 0.702
O -2.6829 -1.5909 1.7760 -0.039 -0.511 0.810
H -2.6771 -1.7265 2.7423 -0.115 0.088 -0.590
H -2.3584 -2.4208 1.4168 0.044 -0.098 -0.085
O -2.1731 -0.4135 -1.8324 -0.691 -0.926 -0.249
H -2.4727 -0.7909 -2.6718 -0.050 0.013 0.286
H -1.3653 0.0268 -2.0533 0.590 0.745 -0.041
O 1.7331 -0.2709 -2.0648 -0.247 -0.795 0.489
H 1.5648 0.6260 -2.2744 -0.132 1.461 -0.447
H 1.5673 -0.7785 -2.8508 -0.003 -0.411 -0.628
O 0.4173 -0.3192 2.3417 0.604 0.308 0.299
H -0.1369 -0.7806 2.9714 -0.045 0.069 -0.066
H 0.3090 -0.7434 1.4760 -0.199 -0.439 -0.028
O 0.2477 -1.4880 -0.0693 0.719 -0.260 0.376
H -0.6352 -1.4813 -0.4127 -0.906 0.202 -0.499
H 0.8009 -0.9834 -0.6845 -0.099 -0.133 0.007
O 3.9945 -0.5523 -0.6846 0.710 1.354 0.266
H 4.3344 0.3524 -0.4956 -0.091 -1.077 0.093
H 3.1862 -0.3331 -1.1601 -0.018 -0.400 0.006
```
Positions in Å, forces in eV/Å.

## Properties
**SMILES string**: O.O.O.O.O.O.O.O.O
**Frontier orbital gap**: 9.31 eV
**E_tot**: -687.930960 a.u.
**Spin multiplicity**: 1
**Energy above the lowest of the compared OMol25 structures with the same formula, charge and spin**: 248.99 kJ/mol

# 4
Entry from OMol25: a 9-piece molecular cluster, H18O9 overall (ωB97M-V/def2-TZVPD).

```
27
Properties=species:S:1:pos:R:3:forces:R:3
O 0.8865 -0.2333 -0.6667 -0.039 0.004 0.271
H 1.1045 0.6224 -0.2802 0.139 0.001 -0.121
H 0.4627 -0.7145 0.0529 -0.186 -0.029 -0.043
O -0.8548 3.9449 0.0307 0.136 0.055 -0.173
H -1.8094 3.9033 0.1576 0.079 -0.023 0.066
H -0.6863 3.3228 -0.6860 -0.039 0.257 -0.099
O -1.5236 1.5158 1.2734 -0.009 -0.494 -0.024
H -0.5745 1.6766 1.3208 -0.186 0.314 0.005
H -1.6585 1.1684 0.3845 0.058 -0.102 0.193
O -2.8839 -3.6469 -0.0441 0.130 0.043 -0.138
H -2.1446 -3.7252 0.5693 -0.027 -0.068 -0.005
H -2.6325 -4.2068 -0.7872 -0.178 -0.006 0.203
O 0.1599 0.3561 4.3003 0.144 0.125 -0.139
H 0.1203 1.2969 4.5062 -0.063 -0.076 0.044
H 0.5772 0.3234 3.4322 -0.072 -0.060 0.146
O 0.0077 -4.8399 -1.0167 -0.279 -0.048 -0.070
H -0.7121 -4.4500 -1.5255 0.245 0.063 -0.067
H 0.1255 -5.7128 -1.4081 0.093 0.043 0.075
O 3.0713 -2.5298 0.0685 0.027 0.109 0.243
H 3.5710 -2.1910 0.8198 0.011 -0.100 -0.082
H 2.3268 -1.9229 -0.0109 0.074 0.030 -0.258
O -2.9230 2.1127 -2.2261 0.053 -0.101 0.162
H -3.6341 1.5742 -2.5913 0.040 0.068 -0.014
H -2.6297 1.6197 -1.4515 -0.142 0.034 -0.175
O 3.9677 3.4549 -1.5962 0.136 -0.140 -0.011
H 4.0701 2.5310 -1.8512 -0.037 0.073 -0.011
H 4.8628 3.8099 -1.6363 -0.106 0.029 0.020
```
Positions in Å, forces in eV/Å.

## Properties
**SMILES string**: O.O.O.O.O.O.O.O.O
**Frontier orbital gap**: 10.81 eV
**E_tot**: -687.901503 a.u.
**Spin multiplicity**: 1
**Energy above the lowest of the compared OMol25 structures with the same formula, charge and spin**: 326.33 kJ/mol

# 5
Entry from OMol25: a 9-piece molecular cluster, H18O9 overall (ωB97M-V/def2-TZVPD).

```
27
Properties=species:S:1:pos:R:3:forces:R:3
O 4.0536 -28.6383 -8.7577 -0.189 -0.043 0.084
H 4.6222 -28.0223 -9.2316 -0.026 -0.047 -0.161
H 4.3334 -28.5553 -7.8392 0.071 0.002 -0.093
O 6.8486 -24.0024 -12.2947 0.410 -0.103 0.358
H 7.5247 -23.3279 -12.1766 -0.057 0.104 -0.196
H 7.3200 -24.7875 -12.6240 -0.261 0.116 -0.103
O 7.7089 -26.4394 -13.4866 0.168 -0.166 0.050
H 8.1009 -26.3358 -14.3606 -0.047 0.021 -0.031
H 8.2068 -27.1554 -13.0757 0.009 -0.010 -0.012
O 6.0315 -26.7898 -10.0919 -0.058 0.077 0.163
H 6.4772 -26.7717 -9.2387 0.087 -0.096 -0.005
H 6.7387 -26.6850 -10.7327 -0.022 0.043 -0.048
O 6.7500 -29.6685 -7.1806 0.240 -0.012 0.019
H 6.9011 -28.7277 -7.0159 -0.275 -0.027 0.046
H 7.5144 -30.1212 -6.8135 0.003 -0.011 0.000
O 7.0701 -24.7007 -7.2395 -0.167 -0.118 -0.229
H 6.5344 -23.9480 -7.5108 0.026 0.034 0.000
H 7.5774 -24.9481 -8.0317 0.154 0.182 0.212
O 4.5987 -27.2189 -13.6727 -0.087 -0.088 -0.078
H 5.5140 -27.4853 -13.5517 0.061 0.094 0.050
H 4.5933 -26.7534 -14.5135 -0.024 0.048 0.007
O 5.6108 -27.0767 -6.6794 0.085 0.106 -0.141
H 5.8625 -26.1976 -7.0152 0.096 -0.066 0.291
H 5.5510 -26.9643 -5.7263 0.001 -0.011 0.011
O 8.6303 -25.1409 -9.6324 -0.150 0.077 -0.233
H 9.5216 -25.0640 -9.9850 0.077 -0.005 0.157
H 8.0891 -24.5653 -10.1909 -0.126 -0.100 -0.118
```
Positions in Å, forces in eV/Å.

## Properties
**SMILES string**: O.O.O.O.O.O.O.O.O
**Frontier orbital gap**: 9.19 eV
**E_tot**: -687.942247 a.u.
**Spin multiplicity**: 1
**Energy above the lowest of the compared OMol25 structures with the same formula, charge and spin**: 219.35 kJ/mol

# 6
Entry from OMol25: a 9-piece molecular cluster, H18O9 overall (ωB97M-V/def2-TZVPD).

```
27
Properties=species:S:1:pos:R:3:forces:R:3
O -0.6885 0.0032 -0.7205 -0.279 0.060 -0.143
H -1.3316 0.4198 -0.1359 0.212 0.023 -0.007
H -0.2835 0.7422 -1.1884 0.037 -0.057 0.105
O 4.1967 -1.3118 -1.3314 0.182 0.027 -0.220
H 3.5183 -0.8430 -1.8306 -0.224 -0.005 0.207
H 4.7959 -1.6470 -2.0078 -0.009 -0.053 0.125
O -4.5068 -0.1937 1.8186 0.100 0.221 0.003
H -4.0052 0.2953 1.1566 -0.059 -0.131 0.038
H -4.3086 0.2601 2.6455 -0.036 -0.082 -0.024
O 2.7302 1.4113 -1.4957 0.279 -0.084 -0.252
H 3.4435 1.4998 -2.1379 -0.104 0.167 -0.016
H 3.1828 1.3812 -0.6452 0.198 -0.335 -0.017
O 1.4136 1.9824 0.9058 0.113 0.297 -0.063
H 2.2157 2.2889 1.3437 -0.197 -0.103 0.194
H 1.6555 1.9440 -0.0264 -0.434 0.139 0.084
O 1.2816 -2.2067 0.8998 -0.138 -0.406 0.033
H 0.7675 -2.3289 1.7059 -0.322 -0.388 -0.269
H 2.0706 -2.7418 1.0415 -0.016 -0.063 -0.155
O -4.1780 -3.0057 -1.6264 -0.083 0.123 -0.186
H -4.8167 -3.0907 -2.3432 0.045 -0.045 0.097
H -3.7473 -2.1601 -1.7951 0.069 -0.094 0.085
O 2.3738 -0.3655 2.4995 0.468 0.192 0.743
H 1.6590 -0.9916 2.3383 0.357 0.539 -0.341
H 3.1728 -0.8636 2.2933 -0.139 0.076 -0.016
O -2.7926 3.5819 -0.7737 -0.150 -0.180 -0.035
H -3.1627 3.4275 -1.6502 0.067 0.049 0.039
H -3.4661 3.2453 -0.1721 0.062 0.114 -0.010
```
Positions in Å, forces in eV/Å.

## Properties
**SMILES string**: O.O.O.O.O.O.O.O.O
**Frontier orbital gap**: 10.66 eV
**E_tot**: -687.896719 a.u.
**Spin multiplicity**: 1
**Energy above the lowest of the compared OMol25 structures with the same formula, charge and spin**: 338.89 kJ/mol